1.
Computed, not measured: a 14-piece molecular cluster, C25H67B3O20 overall, with the ωB97M-V functional and the def2-TZVPD basis.

Computed properties:
Total charge: 0
2S+1: 1
Energy above the lowest of the compared OMol25 structures with the same formula, charge and spin, eV: 0.7009

Last column: Mulliken charge in e.
Geometry (Å):
C (4.53, -1.54, 2.89)  -1.049
C (4.74, -0.32, 1.99)  0.682
O (5.42, -0.43, 0.99)  -0.547
O (4.19, 0.85, 2.39)  -0.421
C (3.02, 1.21, 1.63)  -0.299
C (1.72, 0.56, 2.14)  -0.449
C (0.81, 1.51, 2.96)  0.054
B (-0.70, 1.38, 2.54)  0.608
O (-1.01, 1.70, 1.20)  0.081
B (-2.27, 2.25, 1.05)  0.204
O (-3.09, 2.39, 2.17)  -0.437
B (-2.95, 1.31, 3.02)  0.485
O (-4.00, 0.58, 3.53)  -0.435
C (-5.24, 1.18, 3.41)  0.406
O (-5.48, 2.29, 3.83)  -0.586
C (-6.31, 0.39, 2.73)  0.693
C (-7.43, 1.05, 2.28)  -0.692
C (-8.40, 0.33, 1.65)  -0.572
C (-8.30, -1.03, 1.42)  -0.443
C (-7.18, -1.68, 1.88)  -0.719
C (-6.21, -0.97, 2.53)  -0.199
O (-1.67, 0.94, 3.41)  -0.451
H (5.53, -1.88, 3.17)  0.419
H (4.04, -1.22, 3.81)  0.370
H (4.01, -2.34, 2.38)  0.304
H (2.91, 2.29, 1.72)  0.051
H (3.13, 1.02, 0.56)  0.353
H (1.15, 0.24, 1.26)  0.212
H (1.94, -0.34, 2.73)  0.333
H (0.89, 1.22, 4.02)  0.200
H (1.17, 2.54, 2.86)  -0.277
H (-2.69, 2.56, -0.01)  -0.102
H (-7.54, 2.11, 2.42)  0.506
H (-9.29, 0.84, 1.30)  0.358
H (-9.07, -1.55, 0.90)  0.530
H (-7.09, -2.75, 1.74)  0.517
H (-5.35, -1.50, 2.91)  0.388
C (1.42, 2.45, -1.99)  -0.334
O (1.45, 1.39, -1.05)  -0.311
H (2.35, 2.42, -2.56)  0.263
H (0.58, 2.33, -2.68)  0.087
H (1.34, 3.41, -1.48)  0.133
H (0.62, 1.42, -0.55)  0.162
C (-10.13, -1.46, -2.03)  -0.646
O (-8.94, -1.12, -1.32)  -0.367
H (-10.62, -2.28, -1.51)  0.243
H (-10.81, -0.61, -2.07)  0.291
H (-9.89, -1.78, -3.05)  0.253
H (-8.52, -0.39, -1.79)  0.248
C (1.40, 4.32, 5.86)  -0.682
O (1.67, 4.41, 4.46)  -0.474
H (2.22, 3.78, 6.32)  0.239
H (1.34, 5.32, 6.30)  0.294
H (0.46, 3.79, 6.03)  0.261
H (0.93, 4.90, 4.06)  0.297
C (5.37, -0.03, -2.99)  -0.071
O (4.54, -1.00, -2.37)  -0.527
H (5.03, 0.13, -4.01)  -0.202
H (5.32, 0.91, -2.43)  0.270
H (6.41, -0.39, -3.01)  0.230
H (4.87, -1.13, -1.47)  0.282
C (-2.41, 1.86, -4.51)  -0.561
O (-2.44, 1.74, -3.09)  -0.420
H (-3.05, 2.69, -4.80)  0.242
H (-1.39, 2.06, -4.85)  0.260
H (-2.78, 0.95, -4.98)  0.226
H (-1.87, 1.00, -2.85)  0.231
C (2.25, 5.87, 0.73)  -0.776
O (1.40, 4.94, 1.39)  -0.334
H (1.90, 5.99, -0.29)  0.245
H (2.22, 6.84, 1.23)  0.316
H (3.28, 5.50, 0.71)  0.293
H (1.72, 4.84, 2.29)  0.257
C (5.39, 0.43, -7.00)  -0.391
O (3.98, 0.48, -7.14)  -0.503
H (5.83, 1.14, -7.70)  0.252
H (5.68, 0.70, -5.99)  0.121
H (5.75, -0.58, -7.24)  0.236
H (3.60, -0.15, -6.51)  0.303
C (-8.66, -3.94, 4.34)  -0.534
O (-7.80, -4.47, 3.33)  -0.472
H (-8.34, -2.93, 4.56)  0.192
H (-9.69, -3.92, 3.99)  0.256
H (-8.59, -4.55, 5.25)  0.302
H (-8.10, -5.36, 3.14)  0.278
C (-3.58, -0.59, -0.78)  -0.354
O (-4.79, -1.14, -0.28)  -0.457
H (-3.05, -1.36, -1.33)  0.316
H (-3.80, 0.24, -1.45)  0.325
H (-2.96, -0.24, 0.05)  -0.065
H (-5.25, -0.45, 0.20)  0.204
C (4.36, -3.58, 6.04)  -0.524
O (3.26, -3.59, 5.13)  -0.469
H (5.07, -2.83, 5.71)  0.197
H (4.01, -3.33, 7.05)  0.279
H (4.85, -4.56, 6.06)  0.270
H (2.64, -4.26, 5.43)  0.275
C (8.31, -2.59, -1.48)  -0.297
O (8.12, -2.77, -0.08)  -0.555
H (8.96, -3.38, -1.84)  0.138
H (7.35, -2.66, -1.99)  0.182
H (8.77, -1.62, -1.67)  0.228
H (7.53, -2.06, 0.23)  0.291
C (-3.64, -0.63, -7.57)  -0.565
O (-3.67, -0.77, -6.15)  -0.493
H (-4.28, 0.20, -7.84)  0.219
H (-2.62, -0.42, -7.91)  0.265
H (-4.00, -1.54, -8.05)  0.268
H (-3.09, -1.50, -5.92)  0.279
C (11.30, -3.25, -3.92)  -0.547
O (10.40, -4.34, -3.74)  -0.505
H (10.73, -2.32, -3.91)  0.209
H (12.03, -3.24, -3.11)  0.263
H (11.81, -3.35, -4.88)  0.297
H (10.92, -5.14, -3.75)  0.292

2.
Computed, not measured: C31H32FIN3O2PtSSi as an isolated structure, with the ωB97M-V functional and the def2-TZVPD basis.

Computed properties:
Total charge: +1
2S+1: 1
Energy above the lowest of the compared OMol25 structures with the same formula, charge and spin, eV: 7.3022

Last column: Mulliken charge in e.
Geometry (Å):
Pt (-0.97, 1.81, 0.02)  0.868
I (-0.32, 4.34, -0.36)  0.112
C (-2.23, 4.95, 0.19)  0.616
C (-2.54, 6.25, 0.46)  -0.546
C (-3.89, 6.59, 0.68)  -0.650
C (-4.87, 5.64, 0.55)  -0.835
C (-4.56, 4.30, 0.24)  0.741
C (-5.57, 3.33, 0.00)  -0.804
C (-5.24, 2.07, -0.38)  -1.095
C (-3.89, 1.67, -0.45)  0.008
C (-2.89, 2.54, -0.16)  -0.130
C (-3.20, 3.91, 0.11)  0.269
H (-1.78, 7.02, 0.49)  0.417
H (-4.15, 7.61, 0.91)  0.402
H (-5.91, 5.91, 0.68)  0.404
H (-6.61, 3.63, 0.08)  0.404
H (-6.01, 1.34, -0.60)  0.432
H (-3.67, 0.63, -0.71)  0.332
C (0.84, 1.20, 2.56)  -0.916
Si (-0.66, 0.12, 2.62)  0.437
C (-1.92, 0.86, 3.78)  -1.222
C (-0.29, -1.66, 3.01)  -0.805
N (-1.41, 0.20, 0.92)  0.258
C (-2.21, -0.83, 0.44)  -0.460
C (-3.16, -1.42, 1.29)  0.095
C (-3.99, -2.44, 0.86)  -1.070
C (-3.89, -2.91, -0.44)  -0.471
C (-2.96, -2.35, -1.31)  -0.607
C (-2.16, -1.33, -0.88)  0.845
F (-1.31, -0.78, -1.76)  -0.271
H (1.42, 1.00, 3.47)  0.449
H (0.58, 2.26, 2.57)  0.285
H (1.48, 0.98, 1.71)  0.053
H (-1.41, 1.19, 4.68)  0.360
H (-2.71, 0.17, 4.09)  0.382
H (-2.40, 1.75, 3.34)  0.345
H (0.21, -1.69, 3.99)  0.486
H (0.38, -2.08, 2.26)  0.048
H (-1.19, -2.26, 3.09)  0.378
H (-3.26, -1.04, 2.30)  0.386
H (-4.72, -2.86, 1.54)  0.473
H (-4.53, -3.71, -0.78)  0.415
H (-2.86, -2.70, -2.33)  0.506
C (3.71, -2.77, 1.41)  -0.903
N (3.22, -2.79, 0.05)  -0.087
C (2.13, -2.07, -0.31)  0.160
N (1.68, -2.32, -1.58)  -0.388
O (1.57, -1.27, 0.45)  -0.584
H (4.77, -3.05, 1.42)  0.311
H (3.16, -3.45, 2.07)  0.325
H (3.61, -1.76, 1.81)  0.216
H (3.51, -3.54, -0.56)  0.203
H (2.35, -2.62, -2.29)  0.227
H (0.99, -1.65, -1.89)  0.217
C (6.05, -4.62, -1.74)  -1.419
C (5.31, -3.32, -1.85)  0.664
O (4.39, -3.00, -1.14)  -0.263
S (5.93, -2.27, -3.17)  -0.166
C (4.75, -0.97, -2.98)  0.326
C (3.68, -0.88, -3.86)  -0.578
C (2.63, 0.00, -3.58)  -0.726
C (2.68, 0.77, -2.43)  0.503
C (3.81, 0.75, -1.61)  -0.455
C (4.85, -0.11, -1.89)  -0.391
C (1.50, 1.38, -1.90)  2.363
C (0.56, 1.55, -1.16)  -2.757
H (5.74, -5.14, -0.84)  0.326
H (7.12, -4.45, -1.73)  0.409
H (5.82, -5.24, -2.61)  0.335
H (3.62, -1.55, -4.71)  0.434
H (1.75, 0.01, -4.21)  0.465
H (3.82, 1.35, -0.71)  0.435
H (5.70, -0.18, -1.23)  0.473

- The highest energy above the lowest of the compared OMol25 structures with the same formula, charge and spin belongs to which entry?
  C31H32FIN3O2PtSSi

- The lowest total charge belongs to which entry?
  C25H67B3O20